1.
{
  "formula": "C20H25N5",
  "method": "ωB97M-V/def2-TZVPD",
  "smiles": "c1cc[nH]c1.c1cc[nH]c1.c1cc[nH]c1.c1cc[nH]c1.c1cc[nH]c1",
  "lumo_energy_ev": 0.53,
  "de_lowest_kcal_mol": 42.6,
  "homo_ev": -7.9,
  "homo_lumo_gap_ev": 8.4,
  "symbols": ["H", "C", "N", "N", "C", "C", "C", "H", "H", "C", "H", "C", "H", "C", "H", "C", "H", "N", "H", "H", "N", "H", "H", "C", "C", "H", "C", "H", "C", "H", "H", "H", "C", "H", "C", "H", "C", "H", "H", "H", "C", "H", "H", "C", "H", "C", "C", "C", "N", "H"],
  "xyz": [[4.5803, 0.4668, -0.6508], [-0.7879, -1.9585, -0.6709], [2.3961, 0.1731, 2.4846], [-1.9771, -0.2828, 0.1742], [1.5867, -0.1582, 3.5389], [2.9319, 1.4225, 2.6325], [2.6818, -2.1150, 0.2243], [-4.3524, -1.3262, -6.5585], [4.1383, -3.0404, 1.6196], [4.0947, -0.4247, -0.2915], [5.5198, -0.9798, 1.1469], [-1.5513, 2.8080, 0.8062], [-1.7708, 3.1591, -0.1913], [2.5387, 1.8714, 3.8687], [2.9366, 2.7501, 4.3514], [-3.1797, -1.5811, -4.6896], [-2.2245, 0.5577, 0.6785], [4.6566, -1.1955, 0.6841], [0.6117, 2.3867, 1.0469], [2.0962, -0.6070, -1.2763], [-0.7314, 2.1001, 2.7194], [2.6527, -0.4593, 1.7262], [-3.6188, -2.3619, -4.0937], [-2.7738, 0.1279, -6.1095], [2.8380, -0.9454, -0.5712], [0.1266, -0.3950, 0.5913], [-2.6207, 2.7398, 1.7315], [-0.0675, 1.6594, 3.3549], [-2.1429, -2.1926, -0.9363], [-1.0743, 0.8756, -4.8102], [-2.5617, 1.9206, 3.8143], [-2.7665, 0.7782, -6.9684], [3.8470, -2.2625, 0.9318], [-2.5852, -3.0019, -1.4987], [-0.7263, -0.7826, 0.0562], [-3.9067, -0.8969, -0.4981], [-3.5349, -1.0445, -5.9131], [1.1594, 0.9685, 5.3693], [3.6430, 1.8016, 1.9204], [0.0857, -2.5720, -0.8212], [-1.8458, 0.1777, -5.0903], [-1.8102, -1.0105, -3.2795], [1.1648, -1.1469, 3.5699], [-2.8508, -1.1092, -0.4980], [-3.6269, 3.0692, 1.5358], [-2.0783, 2.2310, 2.9039], [1.6288, 0.9273, 4.3981], [-0.3953, 2.4329, 1.4215], [-2.1673, -0.8111, -4.2021], [1.8137, -2.7437, 0.3181]],
  "atomic_forces_ev_per_a": [[0.01, -0.03, -0.03], [0.80, 0.46, 1.01], [-0.06, -0.32, -0.70], [-0.43, -0.19, -0.40], [0.88, 0.78, -0.45], [0.20, -0.82, 0.70], [0.49, 0.14, -0.07], [0.04, -0.30, 0.13], [-0.01, 0.13, 0.08], [-1.10, 0.32, -0.05], [0.12, -0.20, -0.04], [-0.93, 0.85, -0.62], [0.71, -0.03, -0.14], [0.00, 0.55, -0.29], [-0.38, 0.14, -0.04], [-0.26, 0.54, -0.72], [0.05, 0.05, -0.12], [0.16, -0.23, -0.64], [0.07, -0.07, 0.17], [0.18, 0.29, -0.03], [0.28, -0.37, -0.46], [-0.45, 0.31, 0.29], [0.09, -0.13, -0.10], [1.35, -0.33, -0.19], [0.44, -0.11, -0.03], [-0.12, 0.37, -0.14], [0.56, -0.60, 0.72], [-0.33, 0.23, -0.14], [-0.69, -0.22, -1.29], [-0.02, 0.11, -0.29], [0.11, 0.17, 0.13], [-0.13, -0.02, -0.03], [-0.16, -0.38, 0.86], [0.13, -0.07, 0.06], [0.51, -0.63, 0.05], [0.01, -0.02, -0.12], [-0.84, 0.20, 0.32], [-0.02, 0.03, -0.03], [-0.04, 0.09, -0.04], [-0.27, -0.19, -0.30], [-0.56, 0.34, 0.87], [0.41, 0.40, -0.09], [-0.31, 0.10, 0.18], [-0.04, 0.39, 1.10], [-0.10, -0.22, 0.14], [-0.22, 0.33, -0.42], [0.19, -0.82, 0.70], [-0.32, -0.06, 0.44], [-0.07, -0.80, 0.20], [0.09, -0.12, -0.18]],
  "lowdin_charge": [0.111, -0.118, 0.020, 0.044, -0.117, -0.133, -0.122, 0.085, 0.115, -0.133, 0.152, -0.152, 0.099, -0.111, 0.096, -0.141, 0.101, 0.012, 0.103, 0.095, 0.036, 0.074, 0.100, -0.121, -0.103, 0.088, -0.123, 0.088, -0.144, 0.101, 0.104, 0.086, -0.146, 0.093, -0.141, 0.111, -0.123, 0.099, 0.105, 0.071, -0.137, 0.115, 0.115, -0.124, 0.091, -0.128, -0.150, -0.137, 0.005, 0.084]
}


2.
{
  "formula": "C25H40N2O7",
  "method": "ωB97M-V/def2-TZVPD",
  "smiles": "[H]/N=C(\\C)CC1=C(CCC(=O)Nc2ccccc2)C(=O)OC1=O.CC(C)O.CC(C)O.CC(C)O",
  "lumo_energy_ev": -1.02,
  "homo_ev": -8.5,
  "homo_lumo_gap_ev": 7.5,
  "symbols": ["H", "H", "C", "H", "H", "H", "C", "H", "H", "H", "H", "C", "H", "C", "C", "H", "C", "C", "H", "H", "C", "H", "O", "N", "N", "H", "C", "O", "H", "H", "C", "H", "H", "C", "H", "C", "H", "O", "H", "H", "O", "H", "H", "C", "H", "O", "C", "H", "C", "H", "C", "C", "O", "H", "H", "C", "C", "C", "H", "C", "O", "H", "H", "H", "C", "H", "H", "H", "C", "C", "H", "H", "C", "H"],
  "xyz": [[5.5842, 3.2775, 1.6747], [-6.2639, -1.1018, 0.2456], [1.2376, -1.8187, 0.3475], [2.8058, -0.2826, -0.2040], [2.5649, -4.8712, -6.1238], [3.2007, -2.4430, 5.8148], [2.2053, -4.2827, -3.9157], [-8.3315, -0.8902, -2.9081], [4.3084, -0.0132, 4.6114], [4.7864, -1.7873, 6.1919], [2.8072, -0.9678, -2.3972], [2.3345, -2.7780, -0.3622], [3.4926, -2.4274, -6.8129], [2.2737, -3.2126, -2.7784], [5.2645, 3.3017, 0.5806], [-6.6986, -0.7070, -2.2873], [-0.5614, 0.9321, 0.3976], [-4.8241, 4.0192, -0.8762], [3.0227, 2.3977, 2.5971], [-4.2304, 4.0896, 1.2072], [4.3536, -1.8922, 4.0706], [0.3715, -1.7236, -0.3991], [-1.3103, 0.1368, -0.2090], [3.5186, 2.0855, -0.7385], [1.8510, -3.6539, -1.4397], [-6.9688, -2.8763, -1.2445], [1.2726, 2.1473, 1.1425], [-7.9108, -2.7579, -1.0643], [-2.9625, 4.6060, -0.7889], [-5.9475, 3.7078, 0.9542], [2.7626, -1.8015, -3.1672], [4.6469, -3.4420, 5.5601], [-3.5792, 2.2771, -0.5374], [-4.4784, 2.5549, -1.0962], [-5.2992, 1.9041, -0.7825], [-7.3352, -0.9451, 0.4086], [-5.3438, 5.3641, 0.7352], [3.5355, -2.8112, 0.0102], [-7.6125, -1.5432, 1.2809], [-7.5019, 0.1101, 0.6404], [3.7980, -0.5779, 4.0159], [2.5316, -0.5036, 1.6148], [-5.6971, 4.2855, -1.4789], [4.2443, -2.4285, 5.4891], [-7.9344, 0.5029, -1.8799], [-1.1740, 2.1442, 0.8573], [3.1984, -1.5124, -4.6251], [6.3961, -1.1879, 4.2423], [3.7744, 2.6718, 0.4273], [0.9515, -2.3380, 1.3204], [-0.0646, 3.0067, 1.1338], [2.0020, -0.4006, 0.5934], [-0.2746, 4.2145, 1.3468], [-9.2061, -1.2511, -0.6072], [3.7684, -2.5210, 3.3937], [3.1615, -2.5955, -5.7257], [2.6635, 2.7920, 1.5910], [2.6320, -4.0147, -5.3794], [1.8419, -5.3296, -3.6604], [-8.1384, -1.3734, -0.8095], [-3.7400, 4.8340, -1.3167], [-4.2651, 2.3649, -2.1517], [3.5794, -0.4749, -4.8874], [6.0142, 2.7674, -0.1052], [5.8000, -1.8492, 3.6047], [6.2492, -2.8454, 3.6190], [0.8393, -3.8379, -1.3803], [5.1667, 4.3783, 0.1696], [-5.1082, 4.3063, 0.5898], [-7.7551, -0.5637, -2.0383], [2.4617, 3.9243, 1.7072], [4.3835, 2.1619, -1.3091], [0.9951, 0.8205, 0.7125], [5.8642, -1.4513, 2.5883]],
  "atomic_forces_ev_per_a": [[-0.19, 0.25, -1.57], [-0.05, 0.10, -0.12], [1.25, -0.33, -1.15], [-1.32, 0.34, 1.07], [0.16, 1.47, 1.05], [0.07, -0.05, -0.08], [1.12, 2.50, -0.97], [-0.02, 0.05, 0.11], [-0.06, -0.16, -0.08], [0.10, -0.05, -0.10], [-0.02, -1.23, -1.15], [1.88, -0.31, 1.36], [-0.52, 0.06, 2.04], [0.92, 0.06, -4.28], [-1.39, 0.36, 0.13], [0.00, 0.06, 0.15], [-2.37, -2.84, -1.78], [0.47, -0.30, 0.45], [-0.41, 0.30, -1.44], [-0.03, -0.13, -0.09], [0.53, 0.11, 0.44], [1.11, -0.03, 1.46], [3.09, 2.55, 2.28], [0.59, 1.62, 3.17], [0.77, 2.00, -0.22], [-0.17, 0.07, 0.04], [-0.13, -1.70, -0.38], [-0.25, -0.19, 0.02], [-0.16, 0.01, -0.05], [0.06, 0.03, 0.02], [-0.21, -2.60, -2.28], [-0.01, 0.08, 0.03], [-0.11, 0.04, 0.09], [-0.05, -0.16, -0.22], [0.07, -0.01, 0.00], [-0.12, 0.01, 0.29], [-0.04, -0.10, -0.06], [-4.18, 0.35, -1.55], [-0.05, 0.08, -0.08], [0.06, -0.06, 0.01], [-0.32, 0.19, -0.24], [-0.67, 0.42, -1.63], [0.19, 0.14, -0.06], [-0.26, -0.14, 0.09], [0.05, -0.05, -0.04], [3.62, -0.43, -0.41], [-0.87, -3.21, 0.53], [-0.06, -0.11, 0.11], [0.84, -1.19, -2.35], [0.10, 0.88, -1.28], [-0.58, 2.15, 0.82], [-1.08, -0.78, 0.89], [1.25, -4.44, -0.74], [0.06, -0.23, -0.05], [-0.05, 0.23, -0.02], [-1.25, -1.26, 2.93], [-0.57, 0.71, -1.44], [0.13, 3.02, 3.54], [0.54, 1.60, -0.23], [0.71, 0.10, -0.11], [-0.06, 0.19, -0.22], [-0.10, 0.04, 0.07], [-0.62, -1.57, 0.44], [-1.25, 0.56, 1.23], [0.07, -0.02, -0.32], [0.00, 0.09, 0.00], [0.69, 0.40, -0.18], [0.33, -1.55, 1.02], [-0.21, 0.20, 0.11], [-0.20, 0.09, -0.21], [0.34, -1.73, -0.02], [-0.72, -0.11, 0.36], [-0.37, 3.66, 0.83], [-0.06, -0.13, 0.05]],
  "lowdin_charge": [0.075, 0.080, -0.074, 0.093, 0.087, 0.080, -0.020, 0.079, 0.086, 0.081, 0.083, -0.385, 0.088, -0.184, -0.061, 0.080, -0.288, -0.497, 0.126, 0.080, -0.500, 0.112, 0.088, 0.097, 0.048, 0.088, -0.035, -0.059, 0.083, 0.076, -0.003, 0.082, 0.065, -0.055, 0.069, -0.068, 0.079, 0.042, 0.079, 0.076, -0.076, 0.126, 0.137, -0.064, 0.077, 0.072, -0.069, 0.081, -0.318, 0.130, -0.298, -0.095, 0.101, 0.138, 0.135, -0.084, -0.054, -0.071, 0.089, -0.503, -0.055, 0.083, 0.086, 0.081, -0.061, 0.083, 0.129, 0.093, -0.063, -0.069, 0.132, 0.050, 0.003, 0.080]
}